This record from the OMol25 dataset describes a molecular structure, C13H18Cl3N3O4PbS4. The level of theory is the ωB97M-V functional and the def2-TZVPD basis.

Values from the calculation:
Lowest unoccupied orbital energy ... -1.24 eV
Net charge ... 0
Strongest force on any atom ... 0.83 eV/A

XYZ file:
```
46
Properties=species:S:1:pos:R:3:nbo_charge:R:1
Pb 0.47 -0.68 0.50 1.470
Cl 0.10 2.48 1.12 0.001
C 0.87 3.66 0.04 -0.387
Cl 2.03 2.94 -1.08 -0.019
H 1.41 4.37 0.66 0.223
H 0.08 4.12 -0.54 0.248
S 0.20 -3.17 0.97 -0.378
S 1.83 -3.81 -0.10 -0.013
S 1.32 -3.14 -1.97 0.005
S 1.63 -1.14 -1.80 -0.349
O -1.71 -0.32 0.34 -0.541
N -2.46 -0.21 1.37 0.167
N -1.85 -0.19 2.48 0.173
O -0.56 -0.28 2.57 -0.611
C -2.62 -0.05 3.70 0.167
C -4.01 -0.06 3.65 -0.235
C -4.70 0.08 4.84 -0.197
C -4.02 0.23 6.04 -0.203
C -2.64 0.23 6.06 -0.197
C -1.92 0.09 4.88 -0.234
H -4.52 -0.18 2.71 0.244
H -5.78 0.08 4.82 0.220
H -4.58 0.33 6.97 0.219
H -2.10 0.34 6.99 0.220
H -0.84 0.08 4.87 0.249
O -1.67 2.84 -1.71 -0.613
C -1.43 1.84 -2.34 0.791
O -0.60 0.89 -1.91 -0.709
C -2.03 1.55 -3.71 -0.178
N -1.41 0.34 -4.28 -0.652
C -0.54 0.73 -5.42 -0.222
C -0.35 2.23 -5.24 -0.422
C -1.70 2.68 -4.69 -0.403
H -3.10 1.42 -3.56 0.233
H -2.09 -0.36 -4.53 0.387
H -0.57 0.24 -2.66 0.532
H -1.03 0.51 -6.37 0.181
H 0.40 0.17 -5.39 0.208
H -0.08 2.72 -6.18 0.224
H 0.44 2.43 -4.52 0.212
H -2.44 2.71 -5.49 0.206
H -1.68 3.65 -4.19 0.240
Cl 3.30 1.07 1.51 -0.009
C 2.29 -0.35 1.75 -0.720
H 1.87 -0.38 2.75 0.237
H 2.84 -1.24 1.48 0.237
```